Here is a structure of composition C29H21F6LaN7O5S2 in a non-equilibrium geometry from the OMol25 dataset. Energies are from ωB97M-V/def2-TZVPD.

Summary:
Largest force on an atom = 3.429 eV/A
Net charge = -1
Gap between HOMO and LUMO = 6.65 eV
Calculated total energy = -89918.472 eV
ΔE to the lowest compared entry with this formula, charge and spin = 0.00 kJ/mol
2S+1 = 1

Cartesian coordinates (Å):
La -0.4270 -1.0560 1.0213
F -0.8320 -2.1831 7.0128
C -0.3268 -1.4094 5.9955
C -0.9627 -1.4124 4.7469
C -0.4012 -0.6050 3.7228
C 0.3343 0.5154 4.1757
C 1.0167 0.4194 5.4092
F 1.8948 1.4271 5.7935
C 0.7372 -0.5631 6.2982
C 0.7834 1.5656 3.2836
C 1.0461 2.8523 3.7557
C 1.4457 3.8275 2.8449
C 1.6384 3.5091 1.5090
C 1.3335 2.2486 1.1262
N 0.8985 1.2608 2.0135
H -1.7575 -2.1433 4.6008
H 1.2831 -0.5432 7.2448
H 1.0291 3.0289 4.8362
H 1.5603 4.8791 3.1611
H 2.1975 4.2349 0.8862
H 1.4313 2.0030 0.0877
N 2.1333 -1.9059 1.1263
N 1.6349 -2.6172 2.2330
C 1.0023 -3.7673 1.9884
N 0.7660 -4.5512 3.1038
S 0.4249 -4.1419 0.4631
H 2.3097 -2.4826 0.3405
H 2.9487 -1.3662 1.3581
H 1.9084 -2.3593 3.1613
H 0.8278 -3.9929 3.9391
H 0.2517 -5.3955 3.0078
F -5.9496 3.1059 0.6968
C -4.8234 2.3346 0.7767
C -4.5586 1.4277 -0.2639
C -3.3718 0.7039 -0.2508
C -2.4982 0.7905 0.8627
C -2.7979 1.6704 1.8795
C -3.9738 2.4901 1.8507
H -5.2337 1.2968 -1.1067
H -3.1095 0.1124 -1.1106
H -2.1924 1.8474 2.7840
H -4.3200 3.1075 2.6603
F -2.8061 -4.2639 -1.0666
C -3.1045 -3.0528 -0.5225
F -2.1563 -2.1241 -0.9860
F -4.2563 -2.5954 -1.0593
C -3.1513 -3.1249 0.9913
O -4.1372 -3.6807 1.4842
O -2.1750 -2.5246 1.6543
O 4.8798 0.2128 -8.6730
S 4.7084 0.1736 -7.2385
O 5.0236 -1.1538 -6.7276
O 5.2691 1.1990 -6.3462
C 2.9787 0.8254 -6.9529
N 2.5225 1.8391 -7.6459
C 1.4369 2.4467 -7.1796
C 0.8690 2.1363 -5.9625
C 1.3481 0.9600 -5.3507
N 2.3952 0.3103 -5.9076
C 0.8085 0.3685 -4.0992
C 1.3028 -0.8714 -3.6403
C 0.7918 -1.3803 -2.4276
N 0.0180 -0.7127 -1.5348
C -0.4221 0.5007 -2.0096
C -0.0692 1.0654 -3.2294
H 1.1164 3.2455 -7.8426
H 0.0927 2.7897 -5.4822
H 1.9026 -1.5288 -4.3190
H 1.0306 -2.3970 -2.1812
H -1.0478 1.0837 -1.3268
H -0.4706 2.0905 -3.4439

Löwdin population analysis, charges in e, atoms 1 to 5:
1. La 1.895
2. F 0.024
3. C -0.268
4. C -0.065
5. C -0.174

***

Here is a structure of composition C29H21N5OS2Tc from the OMol25 dataset. Energies are from ωB97M-V/def2-TZVPD.

Summary:
Largest force on an atom = 0.935 eV/A
Net charge = +1
Gap between HOMO and LUMO (spin up / spin down) = 7.24 / 6.51 eV
Calculated total energy = -63776.776 eV
ΔE to the lowest compared entry with this formula, charge and spin = 0.00 kJ/mol
Expectation value of S² = 2.016
2S+1 = 3

Cartesian coordinates (Å):
Tc -0.4174 -0.5785 -0.5588
C -2.8735 2.7182 2.6777
C -2.5976 1.6784 3.5477
C -1.4257 0.9592 3.3781
C -0.5926 1.3022 2.3253
N -0.8578 2.2770 1.4581
C -1.9758 2.9775 1.6505
C 0.7135 0.6216 2.1267
C 1.6175 0.6039 3.1748
C 2.8782 0.0798 2.9819
C 3.2058 -0.3916 1.7286
C 2.2533 -0.3677 0.7296
N 1.0045 0.0975 0.9241
C 2.5274 -0.9158 -0.6160
C 3.8024 -1.1450 -1.0902
C 3.9706 -1.6509 -2.3660
C 2.8491 -1.9195 -3.1273
C 1.6032 -1.6621 -2.5940
N 1.4370 -1.1589 -1.3610
H -3.7686 3.3212 2.7870
H -3.2824 1.4268 4.3475
H -1.1806 0.1251 4.0269
H -2.1665 3.7799 0.9420
H 1.3274 1.0296 4.1246
H 3.5988 0.0542 3.7916
H 4.1845 -0.8092 1.5324
H 4.6595 -0.9052 -0.4752
H 4.9659 -1.8270 -2.7600
H 2.9273 -2.3259 -4.1265
H 0.7015 -1.8624 -3.1478
S -2.1539 -3.3200 2.5732
C -0.5724 -3.9045 2.2978
C 0.0875 -3.1782 1.3517
C -0.6966 -2.1054 0.8133
C -1.9401 -2.0849 1.3967
C -2.8991 -1.0634 1.0170
C -4.2382 -1.0111 1.3834
C -5.0363 -0.0010 0.8888
C -4.4839 0.9544 0.0419
C -3.1490 0.8573 -0.2706
N -2.3675 -0.1272 0.2018
H -0.2180 -4.7644 2.8541
H 1.1068 -3.4073 1.0476
H -4.6418 -1.7825 2.0293
H -6.0856 0.0438 1.1553
H -5.0754 1.7643 -0.3612
H -2.6599 1.5822 -0.9115
O -0.4602 0.9187 -2.0589
N -1.2571 0.7680 -3.1469
C -1.3491 1.8348 -3.9782
C -2.1153 1.7816 -5.1032
C -2.8073 0.5992 -5.3905
C -2.7011 -0.4700 -4.5364
C -1.9049 -0.3996 -3.3796
S -1.7601 -1.7039 -2.2616
H -0.7697 2.6923 -3.6689
H -2.1713 2.6483 -5.7489
H -3.4292 0.5307 -6.2770
H -3.2263 -1.3994 -4.7223

natural (NBO) population analysis, charges in e, atoms 1 to 5:
1. Tc 0.885
2. C -0.242
3. C -0.156
4. C -0.235
5. C 0.148

***

Here is a structure of composition C29H21N7O2STi in a non-equilibrium geometry from the OMol25 dataset. Energies are from ωB97M-V/def2-TZVPD.

Summary:
Largest force on an atom = 2.662 eV/A
Net charge = 0
Gap between HOMO and LUMO (spin up / spin down) = 5.16 / 6.55 eV
Calculated total energy = -78890.142 eV
Expectation value of S² = 2.025
2S+1 = 3

Cartesian coordinates (Å):
Ti 0.3260 -0.0911 1.6727
O -2.1425 5.2122 -2.1555
C -0.9852 4.8013 -2.2440
O -0.1322 4.9491 -3.1229
C -0.5342 3.8386 -1.0692
C -1.3746 3.5327 -0.0018
C -1.0748 2.4620 0.8697
N 0.0672 1.7655 0.6961
C 0.9620 2.1629 -0.2530
C 0.6867 3.1496 -1.2086
C 2.3005 1.5385 -0.0435
C 3.4739 1.9661 -0.6601
C 4.7246 1.5461 -0.2280
C 4.7642 0.6856 0.8428
C 3.5186 0.2215 1.3885
N 2.3310 0.6585 0.9628
C -1.7940 2.0841 2.1357
C -2.9691 2.5638 2.6512
C -3.4488 2.1714 3.8941
C -2.6831 1.2696 4.6511
C -1.5065 0.8323 4.0628
N -1.0933 1.1466 2.8353
H -2.2702 4.1468 0.0815
H 1.3478 3.4988 -1.9987
H 3.3852 2.7073 -1.4494
H 5.6610 1.9012 -0.6553
H 5.6728 0.2789 1.2838
H 3.6038 -0.4685 2.2266
H -3.5186 3.3436 2.0895
H -4.3567 2.5922 4.3224
H -2.9467 0.9293 5.6441
H -0.9146 0.0974 4.5834
N -3.2953 -1.2749 2.4072
C -2.1154 -1.3767 1.7728
S -0.7923 -2.1093 2.7157
N -1.9798 -0.8012 0.5628
N -0.6495 -0.9130 0.1660
C -0.2228 -1.4807 -0.9085
C -1.0586 -2.0627 -1.9328
C -1.2348 -3.4458 -1.8240
C -1.9950 -4.1054 -2.7762
C -2.5055 -3.3682 -3.8592
C -2.2135 -2.0284 -3.9976
C -1.4893 -1.3779 -3.0366
C 1.2250 -1.8168 -0.9391
C 1.9880 -2.0645 -2.0675
C 3.2079 -2.7182 -1.9645
C 3.6604 -2.9820 -0.7028
C 2.8930 -2.6449 0.3734
N 1.6953 -2.1055 0.3391
H -3.3829 -1.7515 3.2888
H -4.1202 -0.9257 1.9659
H -0.8324 -3.9595 -0.9691
H -2.1239 -5.1674 -2.6840
H -3.0582 -3.8913 -4.6081
H -2.4748 -1.4841 -4.8953
H -1.2696 -0.3268 -3.2111
H 1.5303 -1.8862 -3.0433
H 3.6887 -3.0221 -2.8754
H 4.5541 -3.5433 -0.4693
H 3.2911 -2.8604 1.3689

natural (NBO) population analysis, charges in e, atoms 1 to 5:
1. Ti 1.374
2. O -0.724
3. C 0.743
4. O -0.735
5. C -0.055

***

Here is a structure of composition C29H22ClIrN6O5S3 in a non-equilibrium geometry from the OMol25 dataset. Energies are from ωB97M-V/def2-TZVPD.

Summary:
Largest force on an atom = 3.658 eV/A
Net charge = +2
Gap between HOMO and LUMO = 6.25 eV
Calculated total energy = -97461.144 eV
ΔE to the lowest compared entry with this formula, charge and spin = 190.70 kJ/mol
2S+1 = 1

Cartesian coordinates (Å):
Ir -1.3086 1.1473 -0.0939
O 3.3409 1.7949 3.5593
C 3.6720 1.3383 2.3674
O 4.7634 0.9203 2.1090
C 2.6135 1.3521 1.2870
C 2.9177 1.5918 -0.0366
Cl 4.3063 2.2173 -0.7535
N 1.7664 1.4241 -0.7640
N 0.7625 1.1211 0.0562
C 1.2297 1.0077 1.3083
C 0.1961 1.6065 2.3133
O 0.6189 1.9958 3.3737
O -1.0099 1.5741 1.8801
C 1.6233 1.2222 -2.1963
C 2.5670 0.4471 -2.8498
C 2.3962 0.2245 -4.2096
C 1.3046 0.7640 -4.8766
C 0.3708 1.5298 -4.1959
C 0.5226 1.7766 -2.8366
H 2.4246 2.1372 3.5843
H 3.3968 -0.0028 -2.3246
H 3.1192 -0.3779 -4.7418
H 1.1869 0.5898 -5.9372
H -0.4718 1.9584 -4.7210
H -0.1704 2.4165 -2.3086
N -3.9894 -1.1369 -0.0095
C -4.2642 0.1671 -0.0444
N -3.3548 1.1332 -0.1442
C -3.9785 2.3860 -0.1503
C -5.3195 2.3659 -0.0731
S -5.8877 0.7346 0.0172
C -3.0587 3.5049 -0.1987
C -3.3104 4.8241 -0.1766
S -1.8349 5.7136 -0.1815
C -0.9546 4.2413 -0.2068
N -1.7034 3.1467 -0.2344
N 0.3884 4.2636 -0.2099
H -3.0301 -1.4528 -0.0236
H -4.7351 -1.8076 0.0538
H -6.0128 3.1889 -0.0601
H -4.2603 5.3291 -0.1462
H 0.8896 5.1330 -0.1507
H 0.9113 3.4093 -0.2346
O -1.2166 -0.9676 0.0299
S -0.0447 -1.8589 -0.4736
C 1.1914 -1.7171 0.8140
C 2.4506 -2.2493 0.6149
C 3.3334 -2.2362 1.6908
C 2.9222 -1.7945 2.9457
C 1.6825 -1.1960 3.0902
C 0.8564 -0.9981 1.9671
C -0.6053 -3.5047 -0.1540
C -0.1684 -4.4987 -1.0149
C -0.5567 -5.8086 -0.7651
C -1.3761 -6.0935 0.3148
C -1.8184 -5.0789 1.1609
C -1.4299 -3.7713 0.9355
H 2.7462 -2.7088 -0.3204
H 4.3393 -2.6081 1.5513
H 3.5898 -1.8824 3.7914
H 1.3703 -0.7986 4.0474
H -0.2022 -0.8798 2.1707
H 0.4490 -4.2647 -1.8733
H -0.2331 -6.6024 -1.4235
H -1.6841 -7.1135 0.4995
H -2.4615 -5.3160 1.9971
H -1.7673 -2.9728 1.5844

natural (NBO) population analysis, charges in e, atoms 1 to 5:
1. Ir 1.341
2. O -0.643
3. C 0.785
4. O -0.534
5. C -0.271

***

Here is a structure of composition C29H22Co2F6N3O7 in a non-equilibrium geometry from the OMol25 dataset. Energies are from ωB97M-V/def2-TZVPD.

Summary:
Largest force on an atom = 3.653 eV/A
Net charge = -1
Gap between HOMO and LUMO = 6.70 eV
Calculated total energy = -140791.752 eV
ΔE to the lowest compared entry with this formula, charge and spin = 73.62 kJ/mol
2S+1 = 1

Cartesian coordinates (Å):
O -3.1207 -0.3925 -1.6966
C -2.1323 -0.4029 -0.9651
N -1.0475 -1.2407 -1.1217
C -0.8920 -2.2574 -2.1463
C -0.9799 -1.7417 -3.5679
C -0.5066 -0.3003 -3.8734
C -0.1813 -0.3691 -5.3957
C -0.0739 -1.8586 -5.7202
N -0.1004 -2.5222 -4.3905
N -1.9247 0.4313 0.1507
C -2.6428 1.5827 0.4667
C -2.0445 2.5769 1.2704
C -2.7388 3.7402 1.5689
C -2.0960 4.8404 2.3806
F -2.3943 4.6968 3.7141
F -0.7330 4.8410 2.2436
F -2.5548 6.0763 2.0008
C -4.0573 3.9012 1.1554
C -4.6497 2.9234 0.3615
C -6.0847 3.1430 -0.0622
F -6.5464 2.1408 -0.8677
F -6.9050 3.2115 1.0413
F -6.2237 4.3306 -0.7428
C -3.9477 1.7795 -0.0026
H -0.5051 -1.3728 -0.2640
H 0.0955 -2.6957 -1.9456
H -1.6594 -3.0397 -2.0123
H -2.0504 -1.8233 -3.8687
H -1.2554 0.4593 -3.5889
H 0.4426 -0.1193 -3.3283
H -0.9902 0.0953 -5.9652
H 0.7416 0.1785 -5.6076
H -0.9718 -2.1672 -6.2884
H 0.7981 -2.1109 -6.3322
H -0.3541 -3.5076 -4.4583
H -1.0179 0.3194 0.6014
H -1.0191 2.4554 1.6099
H -4.6104 4.7848 1.4455
H -4.3843 1.0548 -0.6760
O 4.5227 1.2440 4.4866
C 3.5723 0.9284 3.8729
Co 3.1501 0.1023 2.2550
C 4.4909 0.9450 1.4775
O 5.3960 1.5882 1.1570
C 3.6717 -1.4798 2.8641
O 4.0609 -2.4225 3.4174
C 1.4829 0.7879 1.9642
C 1.7007 -0.2680 1.1485
C 1.5209 -0.9891 -0.0069
C 2.2115 -2.2640 -0.1534
C 2.9446 -2.5230 -1.3277
C 3.9945 -3.4323 -1.2856
C 4.1359 -4.3247 -0.2250
C 3.2254 -4.2377 0.8279
C 2.3112 -3.1918 0.9058
Co 1.6509 0.8089 3.9657
C 1.6296 0.6678 5.7375
O 1.5978 0.4267 6.8708
C 1.2970 -0.9087 4.3212
O 1.1431 -2.0199 4.6260
C 1.1595 2.5046 4.1196
O 0.9600 3.6314 4.3099
H 1.0898 1.7588 1.6070
H 1.1473 -0.4831 -0.9069
H 2.7361 -1.9023 -2.2039
H 4.7019 -3.4212 -2.1033
H 4.8903 -5.1087 -0.2581
H 3.2515 -4.9688 1.6277
H 1.6710 -3.0894 1.7860

natural (NBO) population analysis, charges in e, atoms 1 to 5:
1. O -0.670
2. C 0.799
3. N -0.648
4. C -0.209
5. C -0.068

***

Here is a structure of composition C29H22CuN4SeTe from the OMol25 dataset. Energies are from ωB97M-V/def2-TZVPD.

Summary:
Largest force on an atom = 0.456 eV/A
Net charge = -1
Gap between HOMO and LUMO = 3.57 eV
Calculated total energy = -153669.972 eV
2S+1 = 1

Cartesian coordinates (Å):
Cu 0.5064 -0.4956 0.0354
Se 5.2497 5.6207 0.0163
N 5.4963 3.8562 -0.1167
C 4.3207 3.3016 -0.0645
C 4.0981 1.8566 -0.1437
C 5.1288 0.9308 -0.2907
C 4.8141 -0.4108 -0.3595
C 3.4765 -0.7931 -0.2806
N 2.4968 0.0887 -0.1399
C 2.7920 1.3846 -0.0716
C 1.6311 2.2978 0.0834
N 0.4216 1.7242 0.1495
C -0.6418 2.5106 0.2824
C -0.5356 3.9032 0.3492
C 0.7028 4.4930 0.2863
C 1.8243 3.6718 0.1509
C 3.1881 4.2016 0.0795
N 3.4751 5.4700 0.1406
H 6.1513 1.2796 -0.3482
H 5.5820 -1.1630 -0.4731
H 3.1627 -1.8296 -0.3303
H -1.6043 1.9992 0.3241
H -1.4368 4.4921 0.4504
H 0.8325 5.5659 0.3389
C -9.6792 0.4113 -0.0168
C -8.1774 0.3080 -0.0403
C -7.4087 1.0488 -0.9257
C -6.0190 0.9615 -0.9506
C -5.2742 1.8061 -1.9476
C -5.3358 0.1064 -0.0654
Te -3.2026 -0.0606 -0.1233
C -6.1134 -0.6503 0.8332
C -5.5192 -1.6142 1.8313
C -7.5014 -0.5354 0.8287
H -10.0348 1.1194 -0.7672
H -10.0453 0.7486 0.9564
H -10.1512 -0.5533 -0.2211
H -7.9047 1.7154 -1.6269
H -5.9716 2.3492 -2.5898
H -4.6124 1.1932 -2.5620
H -4.6217 2.5209 -1.4399
H -4.4349 -1.6423 1.7597
H -5.9057 -2.6234 1.6629
H -5.7912 -1.3251 2.8505
H -8.0717 -1.1369 1.5340
C -0.0422 -2.2897 -0.0158
C -0.4116 -3.4510 -0.0359
C -0.9646 -4.7660 0.0784
C -0.1986 -5.9182 -0.1236
C -0.7613 -7.1789 0.0059
C -2.1027 -7.3182 0.3362
C -2.8767 -6.1797 0.5306
C -2.3192 -4.9187 0.4025
H 0.8467 -5.8065 -0.3831
H -0.1477 -8.0579 -0.1545
H -2.5416 -8.3031 0.4385
H -3.9269 -6.2734 0.7800
H -2.9157 -4.0251 0.5399

natural (NBO) population analysis, charges in e, atoms 1 to 5:
1. Cu 0.739
2. Se 0.873
3. N -0.603
4. C 0.114
5. C -0.135

***

Here is a structure of composition C29H22I2N6ORe in a non-equilibrium geometry from the OMol25 dataset. Energies are from ωB97M-V/def2-TZVPD.

Summary:
Largest force on an atom = 1.807 eV/A
Net charge = +2
Gap between HOMO and LUMO (spin up / spin down) = 5.25 / 5.57 eV
Calculated total energy = -59735.202 eV
ΔE to the lowest compared entry with this formula, charge and spin = 79.76 kJ/mol
Expectation value of S² = 0.928
2S+1 = 2

Cartesian coordinates (Å):
Re 0.2432 0.8319 -0.8305
C -2.6070 -5.4918 -2.6719
C -2.0874 -4.2798 -1.9636
C -2.4903 -3.9543 -0.6669
C -2.0584 -2.8060 -0.0485
C -1.1572 -1.9153 -0.6637
N -0.7217 -0.7481 -0.0429
C -1.0101 -0.5521 1.3358
C -0.5967 -1.4701 2.3035
C -0.8405 -1.2640 3.6470
C -1.5005 -0.1186 4.0918
C -1.7353 0.1396 5.5492
C -1.8946 0.8101 3.1369
C -1.6594 0.6082 1.7840
N -2.1004 1.5979 0.8642
C -3.1820 2.3914 0.9400
C -3.1211 3.3006 -0.1013
C -1.9626 2.9897 -0.7987
N -1.3457 1.9623 -0.2000
C -0.7680 -2.2419 -1.9800
C -1.2414 -3.3897 -2.6047
N 0.0908 -1.4036 -2.7390
C 0.8307 -1.7704 -3.8030
C 1.2552 -0.6283 -4.4578
C 0.7375 0.4309 -3.7317
N 0.0379 -0.0361 -2.6742
H -2.8923 -6.2717 -1.9691
H -1.8716 -5.8936 -3.3668
H -3.4948 -5.2225 -3.2496
H -3.1770 -4.6111 -0.1480
H -2.4380 -2.5734 0.9345
H -0.0795 -2.3651 1.9784
H -0.5110 -2.0012 4.3683
H -1.6658 -0.7793 6.1270
H -2.7113 0.5924 5.7177
H -0.9842 0.8343 5.9315
H -2.3843 1.7228 3.4546
H -3.9222 2.2681 1.7119
H -3.8364 4.0705 -0.3311
H -1.5439 3.4427 -1.6821
H -0.9710 -3.5846 -3.6341
H 1.0306 -2.8047 -4.0215
H 1.8619 -0.5862 -5.3456
H 0.8310 1.4939 -3.8820
I 2.3368 5.0660 -3.1108
C 3.0604 3.9418 -1.5145
C 4.2988 4.2163 -0.9218
C 4.7986 3.4258 0.0853
I 6.6928 3.8565 0.8687
C 4.0415 2.3272 0.5724
C 4.4580 1.4064 1.5480
C 3.6176 0.3818 1.9366
C 2.3496 0.2793 1.3822
N 1.9172 1.1222 0.4391
C 2.7629 2.1169 0.0124
C 2.2774 2.8788 -1.0737
O 1.1323 2.5102 -1.6082
H 4.8815 5.0556 -1.2756
H 5.4419 1.5025 1.9886
H 3.9269 -0.3390 2.6791
H 1.6506 -0.4721 1.7244

natural (NBO) population analysis, charges in e, atoms 1 to 5:
1. Re 1.585
2. C -0.642
3. C 0.041
4. C -0.170
5. C -0.214